Below is 2 unconnected molecules or ions with the total composition C5H11NO3, with properties calculated with ωB97M-V/def2-TZVPD.

Each atom is followed by the atoms it is bonded to, with distances in Å.
Element x y z (Å)
1 O -0.583 0.559 -0.497  C7 1.254
2 O 0.768 -2.416 0.348  C9 1.361, H11 0.985
3 O -1.296 -1.473 0.137  C9 1.230
4 N 0.921 2.095 0.428  C5 1.399, C7 1.390, H14 1.092
5 C 1.421 1.331 1.488  N4 1.399, H12 1.103, H16 1.146, H18 1.152
6 C -0.750 -3.666 -0.744  C9 1.443, H10 1.136, H15 1.099, H17 1.080
7 C -0.163 1.733 -0.363  O1 1.254, N4 1.390, C8 1.440
8 C -0.781 2.734 -1.194  C7 1.440, H13 1.113, H19 1.101, H20 1.139
9 C -0.533 -2.419 -0.051  O2 1.361, O3 1.230, C6 1.443
10 H -0.894 -4.476 0.039  C6 1.136
11 H 0.862 -1.756 1.074  O2 0.985
12 H 0.814 0.410 1.509  C5 1.103
13 H -0.390 3.728 -0.880  C8 1.113
14 H 0.952 3.170 0.617  N4 1.092
15 H -1.723 -3.569 -1.245  C6 1.099
16 H 1.268 2.029 2.383  C5 1.146
17 H 0.138 -3.937 -1.296  C6 1.080
18 H 2.533 1.070 1.337  C5 1.152
19 H -0.728 2.391 -2.239  C8 1.101
20 H -1.833 2.461 -0.851  C8 1.139

## Properties
- frontier orbital gap (eV) = 9.826
- LUMO level (Ha) = 0.0276
- relative energy (zero: lowest compared OMol25 entry of this formula, charge and spin) (kcal/mol) = 44.06
- total energy (eV) = -12994.941
- SMILES = CNC(C)=O.CC(=O)O
- HOMO (Eh) = -0.3335
- multiplicity = 1